The following is a quantum chemistry calculation of a 5-piece molecular cluster, C18H29Cl8N3O4 overall at a distorted geometry, from the Open Molecules 2025 dataset.

Results
- HOMO level (hartree) = -0.329
- structure (SMILES) = COCOC(=O)N(CCCCNC(C)=O)c1ccncc1.ClCCl.ClCCl.ClCCl.ClCCl
- frontier orbital gap (eV) = 9.21
- energy (eV) = -131969.9313

Geometry as ORCA input:
```
! wB97M-V def2-TZVPD RIJCOSX def2/J DEFGRID3
* xyz 0 1
C 2.172 -2.494 2.319
O 3.413 -1.764 2.592
C 4.088 -1.445 1.362
O 3.795 -0.134 0.831
C 3.529 0.808 1.889
O 4.494 1.482 2.297
N 2.134 0.904 2.325
C 1.969 1.516 3.669
C 0.741 0.928 4.522
C -0.532 0.498 3.650
C -1.657 -0.320 4.439
N -2.343 -1.198 3.406
C -3.234 -0.417 2.552
C -3.929 -1.120 1.269
O -3.521 0.806 2.730
C 1.413 1.610 1.256
C 0.753 0.810 0.070
C 0.041 1.672 -0.984
N -0.110 3.077 -1.089
C 0.451 3.832 -0.030
C 1.185 3.129 1.125
H 1.584 -2.622 3.289
H 2.355 -3.512 1.830
H 1.530 -1.884 1.575
H 3.706 -2.202 0.573
H 5.215 -1.662 1.460
H 1.892 2.652 3.692
H 2.923 1.258 4.268
H 0.394 1.787 5.214
H 1.082 0.091 5.240
H -0.136 -0.201 2.817
H -0.979 1.399 3.085
H -1.213 -1.010 5.233
H -2.415 0.359 4.977
H -2.814 -1.994 3.856
H -5.069 -1.005 1.393
H -3.648 -2.231 1.177
H -3.662 -0.526 0.320
H 0.801 -0.337 0.005
H -0.455 1.062 -1.839
H 0.351 4.967 -0.060
H 1.599 3.805 1.958
Cl -0.572 -0.349 -3.075
C -1.936 -0.458 -4.199
Cl -2.217 -2.126 -4.713
H -2.831 -0.085 -3.704
H -1.719 0.150 -5.076
Cl 1.735 -4.277 -5.755
C 1.355 -2.721 -5.005
Cl 2.267 -2.493 -3.508
H 1.609 -1.923 -5.701
H 0.292 -2.689 -4.779
Cl -4.335 1.734 -1.620
C -4.876 2.432 -0.087
Cl -3.799 3.729 0.439
H -5.879 2.836 -0.217
H -4.888 1.652 0.673
Cl 0.593 -0.807 -7.462
C 1.519 -1.193 -8.918
Cl 3.257 -1.091 -8.615
H 1.274 -2.206 -9.235
H 1.254 -0.486 -9.703
*
```